Computed, not measured: 2 unconnected molecules or ions with the total composition C5H13BrSi, with wB97M-V/def2-TZVPD.

```
20
Properties=species:S:1:pos:R:3:nbo_charge:R:1
C -1.517 0.279 0.703 -0.6226
C 0.397 1.979 0.934 -0.6125
C -0.192 0.866 -1.358 -0.6490
C 0.726 -2.692 -0.175 -1.1338
C 0.023 0.635 0.216 -0.4574
Si 1.039 -0.980 0.709 1.5419
Br 3.971 -0.165 -0.338 -0.6388
H -1.555 0.282 1.800 0.2116
H -2.040 1.113 0.254 0.2254
H -1.807 -0.672 0.253 0.2024
H -0.475 2.449 1.421 0.2098
H 0.827 2.585 0.097 0.2290
H 1.068 1.812 1.704 0.2175
H 0.714 1.129 -1.918 0.2433
H -0.955 0.136 -1.833 0.2133
H -0.706 1.783 -1.571 0.2155
H 1.709 -3.165 -0.256 0.2792
H 0.146 -3.368 0.547 0.2600
H 0.240 -2.403 -1.155 0.2648
H 1.425 -0.889 2.108 -0.1997
```

Calculated values
**LUMO energy (spin up / spin down)**: -0.028 / -0.028 hartree
**Multiplicity**: 1
**Net charge**: 0
**Highest occupied orbital energy (spin up / spin down)**: -0.318 / -0.318 Eh


Computed, not measured: a molecular structure, C5H13Cl3GaO2, with wB97M-V/def2-TZVPD.

```
24
Properties=species:S:1:pos:R:3:nbo_charge:R:1
C 3.255 -0.940 1.775 -0.6056
C 1.944 -0.692 2.516 -0.4378
C 0.950 -1.848 2.362 -0.6289
Cl 1.169 -3.045 3.743 -0.1606
Ga -0.993 -1.364 2.174 1.1835
Cl -1.143 -1.021 -0.078 -0.6436
Cl -1.224 0.705 3.010 -0.6075
H 3.745 -1.848 2.143 0.1986
H 3.062 -1.086 0.707 0.2000
H 3.958 -0.109 1.881 0.1962
H 2.128 -0.542 3.584 0.2105
H 1.466 0.230 2.168 0.2224
H 1.229 -2.443 1.488 0.2082
H -2.127 -2.323 2.650 -0.3172
C -1.289 2.387 -3.017 -0.0887
C -2.538 1.532 -2.910 -0.0901
O -2.196 0.160 -2.869 -0.7495
O -0.514 1.999 -4.138 -0.7316
H -1.556 3.437 -3.153 0.1663
H -0.709 2.301 -2.090 0.1644
H -3.151 1.673 -3.803 0.1662
H -3.125 1.834 -2.035 0.1679
H -1.834 -0.033 -1.987 0.4996
H -0.508 1.033 -4.121 0.4773
```

Calculated values
**LUMO energy**: 0.118 hartree
**Multiplicity**: 1
**Net charge**: -1
**Highest occupied orbital energy**: -0.213 Eh


Computed, not measured: 2 unconnected molecules or ions with the total composition C5H13FN, with wB97M-V/def2-TZVPD.

```
20
Properties=species:S:1:pos:R:3:nbo_charge:R:1
C -3.283 -0.984 -0.771 -0.3230
C 1.824 -0.116 -0.973 -0.6727
C 2.659 0.092 1.548 -0.6481
C -2.174 -0.389 -0.273 -0.1075
C 1.376 -0.197 0.544 0.2079
N -1.886 1.001 -0.391 -0.7500
F 0.530 0.803 0.777 -0.3750
H -4.230 -0.357 -0.837 0.2305
H 0.746 -1.150 0.743 0.1595
H -3.406 -2.129 -0.662 0.2617
H 2.724 -0.665 -1.279 0.2553
H 0.909 -0.322 -1.678 0.2010
H 2.179 0.960 -1.128 0.2273
H 3.086 1.158 1.384 0.2386
H 3.396 -0.723 1.347 0.2316
H 2.260 -0.075 2.582 0.2290
H -1.367 -1.020 0.184 0.2337
H -0.861 0.967 -0.094 0.4878
H -2.332 1.675 0.285 0.4490
H -2.148 1.469 -1.311 0.4633
```

Calculated values
**LUMO energy**: -0.134 hartree
**Multiplicity**: 1
**Net charge**: +1
**Highest occupied orbital energy**: -0.545 Eh


Computed, not measured: a single C5H13FNP molecule, with wB97M-V/def2-TZVPD.

```
21
Properties=species:S:1:pos:R:3:nbo_charge:R:1
C -0.680 1.352 0.862 -0.6261
C 0.018 1.283 -0.510 -0.2210
N 0.538 -0.050 -0.772 -0.7155
C -0.125 -1.072 -1.540 -0.2213
C -1.415 -1.678 -0.876 -0.6362
P 2.136 -0.675 0.095 1.2689
C 2.512 0.650 1.280 -1.0088
F 3.104 -0.223 -1.177 -0.6000
H 0.061 1.664 1.567 0.1995
H -1.414 2.083 0.816 0.2072
H -1.185 0.461 1.338 0.2147
H -0.681 1.420 -1.337 0.1940
H 0.695 2.105 -0.681 0.1984
H 0.529 -1.908 -1.859 0.2115
H -0.282 -0.444 -2.470 0.1905
H -2.230 -1.308 -1.351 0.2028
H -1.579 -2.818 -0.880 0.2098
H -1.341 -1.355 0.200 0.2113
H 3.609 0.707 1.543 0.2564
H 1.982 0.342 2.078 0.2250
H 2.218 1.664 0.910 0.2388
```

Calculated values
**LUMO energy**: 0.039 hartree
**Multiplicity**: 1
**Net charge**: 0
**SMILES**: CCN(CC)P(C)F
**Highest occupied orbital energy**: -0.302 Eh


Computed, not measured: 3 unconnected molecules or ions with the total composition C5H13I2NOP, with wB97M-V/def2-TZVPD.

```
23
Properties=species:S:1:pos:R:3:nbo_charge:R:1
C 2.355 0.453 -0.375 -0.4488
C 1.758 -1.814 0.243 -0.4510
C 0.983 -0.883 -1.867 -0.4060
C -1.595 1.582 1.618 -0.7921
C -2.589 2.287 1.008 0.3618
N 1.358 -0.623 -0.452 -0.4120
O -3.262 3.307 1.514 -0.6218
P -0.661 0.337 0.698 0.8020
I -3.302 1.769 -0.918 0.2133
I -2.780 -2.346 0.039 -0.0014
H 2.517 0.818 0.573 0.2038
H 3.463 0.232 -0.704 0.2061
H 2.098 1.358 -0.928 0.2122
H 2.612 -2.358 -0.049 0.2139
H 1.753 -1.773 1.306 0.2139
H 1.052 -2.573 0.129 0.2101
H 0.442 -1.767 -1.648 0.2078
H 0.503 -0.003 -2.129 0.2069
H 1.877 -1.142 -2.397 0.2062
H -1.374 1.912 2.582 0.2605
H -4.056 3.615 1.196 0.5254
H -0.056 -0.185 2.014 -0.0168
H -3.094 -2.205 -1.454 0.1061
```

Calculated values
**LUMO energy (spin up / spin down)**: -0.220 / -0.220 hartree
**Multiplicity**: 1
**Net charge**: +1
**Highest occupied orbital energy (spin up / spin down)**: -0.449 / -0.449 Eh


Computed, not measured: 2 unconnected molecules or ions with the total composition C5H13IN, with wB97M-V/def2-TZVPD.

```
20
Properties=species:S:1:pos:R:3:nbo_charge:R:1
C 0.769 1.070 0.703 -0.4471
C 1.465 -1.217 0.296 -0.4172
C 0.609 0.038 -1.585 -0.3950
C -0.832 -0.652 0.298 -0.2106
C -2.279 0.823 0.276 -0.5523
N 0.503 -0.170 -0.060 -0.2486
I -4.107 -0.099 -0.028 0.2627
H 0.626 0.981 1.856 0.2574
H 1.775 1.317 0.510 0.2255
H 0.093 2.036 0.569 0.2658
H 2.438 -0.660 0.236 0.2252
H 1.382 -1.714 1.191 0.2415
H 1.555 -2.002 -0.501 0.2433
H 0.362 -0.892 -2.115 0.2424
H -0.246 0.814 -1.666 0.2383
H 1.691 0.298 -1.763 0.2425
H -1.097 -1.399 -0.331 0.1988
H -0.740 -1.113 1.233 0.2049
H -2.016 1.122 1.366 0.2423
H -1.951 1.419 -0.485 0.1801
```

Calculated values
**LUMO energy**: -0.107 hartree
**Multiplicity**: 1
**Net charge**: +1
**Highest occupied orbital energy**: -0.471 Eh


Computed, not measured: 2 unconnected molecules or ions with the total composition C5H13N, with wB97M-V/def2-TZVPD.

```
19
Properties=species:S:1:pos:R:3:nbo_charge:R:1
C -1.896 0.972 -0.826 -0.4371
C -1.828 -0.173 -0.121 -0.1453
C -2.538 -0.568 1.154 -0.6635
H -1.280 1.039 -1.701 0.2017
H -2.735 1.637 -0.641 0.1957
H -1.126 -0.884 -0.512 0.1870
H -3.345 -1.215 0.763 0.2209
H -1.964 -1.241 1.802 0.2213
H -2.940 0.186 1.819 0.2196
C 1.190 0.412 -1.046 -0.6166
C 2.467 0.133 -0.252 -0.2155
N 2.200 -0.664 0.957 -0.8863
H 0.514 1.033 -0.454 0.2187
H 1.415 0.879 -1.995 0.2008
H 0.602 -0.476 -1.217 0.2021
H 3.122 -0.406 -0.940 0.1803
H 3.063 0.979 0.094 0.1851
H 2.204 -0.186 1.844 0.3611
H 2.593 -1.575 1.140 0.3700
```

Calculated values
**LUMO energy**: 0.042 hartree
**Multiplicity**: 1
**Net charge**: 0
**SMILES**: C=CC.CCN
**Highest occupied orbital energy**: -0.323 Eh


Computed, not measured: a single C5H13N molecule, with wB97M-V/def2-TZVPD.

```
19
Properties=species:S:1:pos:R:3:nbo_charge:R:1
C -0.660 1.982 -1.092 -0.6115
C -1.280 0.476 -0.944 -0.4116
C -0.108 -0.409 -0.723 -0.3817
C 0.133 -0.697 0.771 -0.0660
C 1.282 -1.704 0.911 -0.6413
N 0.229 0.499 1.523 -0.8476
H 0.413 2.147 -0.664 0.1990
H -1.382 2.570 -0.417 0.2196
H -0.716 2.187 -2.123 0.2095
H -2.031 0.224 -0.242 0.2093
H -1.822 0.037 -1.877 0.1958
H -0.293 -1.396 -1.190 0.2030
H 0.845 -0.016 -1.355 0.1830
H -0.849 -1.322 0.904 0.1755
H 1.870 -1.738 -0.062 0.2090
H 0.958 -2.737 1.167 0.2145
H 2.205 -1.534 1.704 0.2083
H 0.321 0.320 2.566 0.3711
H 0.886 1.111 1.142 0.3620
```

Calculated values
**LUMO energy**: 0.044 hartree
**Multiplicity**: 1
**Net charge**: 0
**SMILES**: CCC[C@@H](C)N
**Highest occupied orbital energy**: -0.333 Eh


Computed, not measured: a single C5H13N molecule, with wB97M-V/def2-TZVPD.

```
19
Properties=species:S:1:pos:R:3:nbo_charge:R:1
C -0.883 2.211 -0.604 -0.6065
C 0.205 1.173 -0.902 -0.4082
C -0.194 -0.174 -0.207 -0.2087
C -0.109 -1.432 -1.129 -0.6240
C 0.821 -0.430 0.961 -0.2323
N 0.203 -1.282 1.980 -0.8187
H -0.581 3.256 -0.708 0.2107
H -1.818 2.077 -1.163 0.2062
H -1.264 2.044 0.412 0.1979
H 0.250 1.185 -2.001 0.2035
H 1.200 1.400 -0.509 0.2005
H -1.194 -0.055 0.212 0.1903
H -0.158 -1.190 -2.198 0.2142
H 0.880 -1.871 -1.049 0.1956
H -0.781 -2.243 -0.850 0.2093
H 1.653 -0.608 0.286 0.1957
H 0.925 0.572 1.411 0.1746
H 0.673 -2.187 1.993 0.3514
H -0.690 -1.632 1.642 0.3484
```

Calculated values
**LUMO energy**: 0.042 hartree
**Multiplicity**: 1
**Net charge**: 0
**SMILES**: CC[C@@H](C)CN
**Highest occupied orbital energy**: -0.351 Eh


Computed, not measured: a single C5H13N molecule, with wB97M-V/def2-TZVPD.

```
19
Properties=species:S:1:pos:R:3:nbo_charge:R:1
C -2.014 0.591 -0.123 -0.6023
C -0.502 0.443 -0.386 -0.2484
C -0.155 -0.139 -1.752 -0.6132
C 0.019 -0.521 0.688 -0.4173
C 1.547 -0.721 0.717 -0.2215
N 2.240 0.486 1.340 -0.8266
H -2.516 -0.403 -0.414 0.1993
H -2.443 1.423 -0.693 0.2082
H -2.377 0.832 0.920 0.2143
H -0.149 1.478 -0.144 0.1972
H -0.598 -1.186 -1.805 0.2084
H -0.499 0.469 -2.617 0.2179
H 0.923 -0.270 -1.916 0.2128
H -0.334 -1.567 0.448 0.1963
H -0.435 -0.383 1.715 0.2077
H 1.778 -1.683 1.249 0.1974
H 1.907 -0.828 -0.369 0.1885
H 1.753 0.629 2.290 0.3388
H 1.856 1.350 0.853 0.3424
```

Calculated values
**LUMO energy**: 0.041 hartree
**Multiplicity**: 1
**Net charge**: 0
**SMILES**: CC(C)CCN
**Highest occupied orbital energy**: -0.344 Eh


Computed, not measured: a single C5H13N2 molecule, with wB97M-V/def2-TZVPD.

```
20
Properties=species:S:1:pos:R:3:nbo_charge:R:1
C -1.003 0.191 -1.152 -0.3390
C 0.455 -0.003 -0.917 -0.4503
C 0.527 -0.195 0.672 -0.1024
C 1.464 0.671 1.202 0.0182
N 1.582 0.737 2.611 -0.8402
C -0.379 -1.073 1.477 -0.6477
N -1.245 0.299 -2.750 -1.0975
H -1.468 1.090 -0.633 0.2344
H -1.428 -0.732 -0.712 0.2237
H 1.030 0.761 -1.267 0.2080
H 0.975 -0.825 -1.403 0.2147
H 2.098 1.287 0.651 0.1993
H 2.172 1.235 3.169 0.3845
H 1.096 -0.043 3.183 0.3751
H -0.029 -1.336 2.437 0.2122
H -0.373 -2.140 0.987 0.2158
H -1.367 -0.787 1.554 0.2178
H -0.912 1.184 -2.986 0.3604
H -2.290 0.157 -2.911 0.2435
H -0.903 -0.477 -3.213 0.3697
```

Calculated values
**LUMO energy (spin up / spin down)**: 0.029 / 0.027 hartree
**Multiplicity**: 2
**Net charge**: 0
**Highest occupied orbital energy (spin up / spin down)**: -0.126 / -0.292 Eh


Computed, not measured: a gas-phase ion, C5H13N2 (charge +1), with wB97M-V/def2-TZVPD.

```
20
Properties=species:S:1:pos:R:3:nbo_charge:R:1
C -1.088 1.850 0.825 -0.5153
C -0.698 1.336 -0.321 0.1718
N -1.631 1.145 -1.354 -0.8146
C 0.611 0.654 -0.371 -0.4713
C 0.449 -0.904 -0.308 -0.0265
C 1.827 -1.551 -0.170 -0.6725
N -0.384 -1.204 1.024 -0.7022
H -0.544 2.180 1.663 0.2202
H -2.115 2.074 0.896 0.2006
H -1.191 1.212 -2.213 0.3791
H -2.506 1.563 -1.333 0.3978
H 1.292 0.970 -1.166 0.2575
H 1.220 0.923 0.562 0.2281
H -0.164 -1.320 -1.211 0.2545
H 2.336 -1.055 0.757 0.2313
H 1.779 -2.750 -0.134 0.2469
H 2.476 -1.387 -1.136 0.2758
H -0.299 -2.236 1.297 0.4535
H -1.303 -0.946 0.915 0.4384
H -0.066 -0.554 1.777 0.4469
```

Calculated values
**LUMO energy**: -0.120 hartree
**Multiplicity**: 1
**Net charge**: +1
**SMILES**: C=C(N)C[C@@H](C)[NH3+]
**Highest occupied orbital energy**: -0.456 Eh